No. 1
This record from the OMol25 dataset describes the ion C3H6N3 with charge +1 in a non-equilibrium geometry. The level of theory is ωB97M-V/def2-TZVPD.

Each line ends with the natural charge from an NBO analysis.
Atoms and positions in Å:
C -2.3848 0.0971 -0.1401  0.036
C -1.2886 1.0539 0.0320  -0.002
C 0.8843 0.2022 0.8946  0.489
N -2.5301 -1.0526 0.2917  -0.495
N -0.1580 0.7119 0.4559  -0.410
N 1.8390 -0.5088 -0.0001  -0.774
H -3.0663 0.5666 -0.8434  0.193
H -1.5142 2.1155 -0.1500  0.250
H -1.7225 -1.2808 0.8254  0.309
H 2.0237 -1.3993 0.4590  0.463
H 2.7678 -0.0400 -0.1287  0.474
H 1.3317 -0.5321 -0.9305  0.468

The frontier orbital gap (spin up / spin down) comes out at 6.73 / 6.70 eV. Its multiplicity is 3. For the LUMO energy (spin up / spin down), the calculation gives -4.7 / -7.4 eV. The net charge is +1. As for the HOMO energy (spin up / spin down): -11.43 / -14.11 eV. Its energy above the lowest of the compared OMol25 structures with the same formula, charge and spin is 179.68 kJ/mol.

=====

No. 2
This record from the OMol25 dataset describes a cluster of 2 separate species, C3H7INS in total in a non-equilibrium geometry. The level of theory is ωB97M-V/def2-TZVPD.

Each line ends with the natural charge from an NBO analysis.
Atoms and positions in Å:
C -0.0713 1.0018 1.0482  -0.391
C 0.0475 1.0156 -1.0268  -0.374
C 0.8793 0.4215 0.0782  0.113
N -0.7806 1.6949 0.0096  -0.546
S -0.3370 -2.5860 0.3451  -0.334
I 2.8564 -0.0038 0.1579  0.553
H -0.5675 -0.0330 1.4626  0.323
H 0.2812 1.6533 1.9420  0.298
H 0.8242 1.6794 -1.4812  0.299
H -0.4517 0.4125 -1.9003  0.302
H -0.6039 -2.7304 -0.9818  0.167
H -1.7494 1.4095 -0.1022  0.392
H -0.3273 -3.9353 0.4488  0.198

The frontier orbital gap comes out at 6.98 eV. For the LUMO energy, the calculation gives -6.5 eV. The net charge is +1. As for the HOMO energy: -13.52 eV. Its energy above the lowest of the compared OMol25 structures with the same formula, charge and spin is 247.80 kJ/mol.

=====

No. 3
This record from the OMol25 dataset describes a cluster of 3 separate species, C20H40N2O4 in total in a non-equilibrium geometry. The level of theory is ωB97M-V/def2-TZVPD.

Each line ends with the natural charge from an NBO analysis.
Atoms and positions in Å:
C -3.1579 4.8593 1.4794  -0.245
O -2.3340 4.1750 0.5620  -0.555
C -1.6231 5.0224 -0.3151  -0.050
C -0.5423 4.2236 -1.0086  -0.407
C -1.0943 3.0576 -1.8249  -0.399
C -0.0528 2.4143 -2.7591  -0.398
C 0.4834 1.0670 -2.2409  -0.390
C -0.1342 -0.1449 -2.9096  -0.338
C 0.4783 -1.4878 -2.5303  -0.416
C 0.3072 -2.3908 -3.7945  -0.042
C -0.3595 -3.7339 -3.5838  -0.428
C -0.4763 -4.5503 -4.8971  -0.224
N -1.8237 -5.0343 -5.2234  -0.820
N -0.4887 -1.5810 -4.7793  -0.680
C -0.0153 -0.2473 -4.4346  0.720
O 0.5466 0.5013 -5.2072  -0.518
H -4.1414 4.3909 1.4913  0.183
H -2.7435 4.7897 2.4850  0.172
H -3.2925 5.9064 1.2133  0.171
H -2.2890 5.4837 -1.0518  0.159
H -1.1568 5.8371 0.2506  0.162
H -0.0233 4.8948 -1.6966  0.201
H 0.1961 3.8927 -0.2779  0.200
H -1.5500 2.3249 -1.1614  0.206
H -1.9112 3.4610 -2.4288  0.195
H -0.5100 2.2741 -3.7325  0.216
H 0.7808 3.1017 -2.8820  0.204
H 0.3622 1.0172 -1.1598  0.208
H 1.5604 1.0269 -2.4229  0.206
H -1.2006 -0.1811 -2.6731  0.216
H 0.0730 -1.9584 -1.6402  0.241
H 1.5574 -1.3978 -2.4009  0.209
H 1.2546 -2.5780 -4.2996  0.194
H 0.2098 -4.3276 -2.8708  0.216
H -1.3691 -3.5943 -3.1933  0.192
H 0.1785 -5.4179 -4.8593  0.185
H -0.1573 -3.9445 -5.7401  0.207
H -2.4210 -4.2437 -5.4189  0.347
H -2.2063 -5.5187 -4.4231  0.344
H -1.4454 -1.6410 -4.4415  0.351
C 2.1700 -2.5358 2.5794  -0.432
C 0.8241 -2.9749 3.1441  -0.433
C -0.1353 -2.4821 2.0710  -0.064
O 0.5785 -2.5397 0.8321  -0.550
C 1.9689 -2.7609 1.0869  -0.066
H 3.0162 -3.0932 2.9785  0.216
H 2.3283 -1.4771 2.7890  0.215
H 0.7843 -4.0653 3.2115  0.198
H 0.6093 -2.5621 4.1264  0.232
H -0.4328 -1.4437 2.2525  0.162
H -1.0372 -3.0905 1.9908  0.182
H 2.2178 -3.7888 0.7997  0.162
H 2.5552 -2.0783 0.4699  0.181
C 0.2745 1.7177 5.5087  -0.430
C 1.7543 2.0530 5.3425  -0.431
C 2.3971 0.6792 5.4714  -0.066
O 1.4478 -0.2596 4.9567  -0.548
C 0.1802 0.3826 4.7846  -0.069
H -0.3950 2.4688 5.0931  0.220
H 0.0334 1.5923 6.5665  0.203
H 1.9364 2.4642 4.3472  0.203
H 2.1290 2.7630 6.0778  0.219
H 2.6010 0.4321 6.5184  0.167
H 3.3265 0.5887 4.9078  0.184
H 0.0022 0.5264 3.7131  0.166
H -0.6032 -0.2643 5.1816  0.185

The frontier orbital gap comes out at 9.65 eV. For the LUMO energy, the calculation gives 0.5 eV. As for the HOMO energy: -9.11 eV. The SMILES is COCCCCC[C@@H]1C[C@@H](CCN)NC1=O.C1CCOC1.C1CCOC1.

=====

No. 4
This record from the OMol25 dataset describes a structure of composition C15H30ClF3N2O8SSi2 in a non-equilibrium geometry. The level of theory is ωB97M-V/def2-TZVPD.

Each line ends with the natural charge from an NBO analysis.
Atoms and positions in Å:
C 3.2002 -4.7823 -0.6958  -0.406
N 1.7677 -4.5686 -0.6127  -0.640
C 1.3358 -3.6490 0.4490  -0.707
Si 0.0306 -2.3793 -0.1003  1.938
C -0.1029 -2.4383 -1.9476  -1.161
C -1.6096 -2.7452 0.7478  -0.914
C -1.8895 -1.9045 2.0092  -0.409
C -1.0330 -2.4164 3.1525  -0.348
Cl -1.3113 -1.5057 4.6749  -0.089
O 0.6005 -0.9340 0.5006  -1.282
Si 0.3868 0.5928 -0.0722  2.153
C 0.5541 1.8211 1.3356  -0.974
C 1.6843 1.7134 2.3479  -0.044
O 1.6575 0.4204 2.9526  -0.728
C -1.2927 0.8645 -0.7975  -0.975
C -1.5654 2.3160 -1.2268  -0.477
C -3.0585 2.6046 -1.2965  0.987
F -3.2891 3.8404 -1.6933  -0.263
F -3.6113 2.4029 -0.0803  -0.325
F -3.6631 1.7268 -2.1452  -0.346
N 1.6432 0.7278 -1.3324  -0.991
C 2.8259 -0.0820 -1.2229  0.737
C 3.5326 -0.1947 0.1058  -0.743
O 3.2553 -0.6224 -2.1966  -0.539
C 1.8669 1.9816 -1.9868  0.726
C 2.8338 2.9570 -1.3559  -0.731
O 1.2791 2.2706 -2.9768  -0.505
H 3.4102 -5.6487 -1.3270  0.193
H 3.6800 -4.9491 0.2840  0.154
H 3.6779 -3.9145 -1.1624  0.195
H 1.2758 -5.4485 -0.5632  0.352
H 1.0017 -4.1988 1.3429  0.195
H 2.2081 -3.0644 0.7694  0.217
H -0.6704 -1.6178 -2.3900  0.252
H 0.8866 -2.4865 -2.4073  0.260
H -0.6161 -3.3775 -2.1881  0.241
H -1.5632 -3.8048 1.0414  0.218
H -2.4439 -2.6659 0.0442  0.254
H -2.9443 -1.9561 2.2873  0.219
H -1.6439 -0.8525 1.8534  0.218
H -1.2561 -3.4590 3.3829  0.198
H 0.0307 -2.3028 2.9352  0.214
H 0.5799 2.8384 0.9258  0.249
H -0.3991 1.7419 1.8769  0.260
H 1.5652 2.4928 3.1092  0.166
H 2.6571 1.8835 1.8621  0.143
H 2.2592 0.4239 3.7040  0.466
H -1.5088 0.1932 -1.6327  0.252
H -2.0080 0.6147 -0.0027  0.261
H -1.1403 2.5324 -2.2072  0.241
H -1.1722 3.0373 -0.5043  0.213
H 4.3284 -0.9331 0.0071  0.229
H 3.9800 0.7691 0.3639  0.221
H 2.8486 -0.4764 0.9067  0.268
H 3.4472 2.5318 -0.5629  0.204
H 2.2437 3.7837 -0.9511  0.254
H 3.4698 3.3652 -2.1426  0.242
O -6.1722 4.7086 0.2672  -1.140
S -6.4452 5.3869 -1.0387  2.556
O -7.5079 6.4210 -0.8559  -1.135
O -6.8959 4.3720 -2.0398  -1.136
O -5.1908 6.0424 -1.5242  -1.141

The frontier orbital gap comes out at 2.08 eV. For the LUMO energy, the calculation gives 3.0 eV. The net charge is -2. As for the HOMO energy: 0.90 eV. Its energy above the lowest of the compared OMol25 structures with the same formula, charge and spin is 0.00 kJ/mol.

=====

No. 5
This record from the OMol25 dataset describes the molecule C4H9NO. The level of theory is ωB97M-V/def2-TZVPD.

Each line ends with the natural charge from an NBO analysis.
Atoms and positions in Å:
C -1.5939 -0.4584 0.5082  -0.423
N -0.4302 0.1947 -0.0623  -0.172
C -0.6035 1.6307 -0.2941  -0.439
C 1.8086 -1.1806 -0.8302  -0.537
C 1.6534 -0.7014 0.3983  0.142
O 0.6101 0.0287 0.8956  -0.393
H -2.4203 -0.3707 -0.2032  0.204
H -1.9008 -0.0221 1.4713  0.176
H -1.3680 -1.5180 0.6512  0.212
H -1.5631 2.0018 0.0976  0.186
H 0.2054 2.1661 0.2111  0.222
H -0.5483 1.8444 -1.3685  0.203
H 1.0647 -1.0195 -1.6004  0.222
H 2.7016 -1.7484 -1.0648  0.210
H 2.3844 -0.8473 1.1901  0.188

The frontier orbital gap comes out at 9.95 eV. For the LUMO energy, the calculation gives 1.1 eV. As for the HOMO energy: -8.87 eV. The SMILES is C=CON(C)C. Its energy above the lowest of the compared OMol25 structures with the same formula, charge and spin is 337.05 kJ/mol.

=====

No. 6
This record from the OMol25 dataset describes the molecule C4H6IN in a non-equilibrium geometry. The level of theory is ωB97M-V/def2-TZVPD.

Each line ends with the natural charge from an NBO analysis.
Atoms and positions in Å:
C 0.4902 1.0746 0.5144  -0.491
C -0.6635 -1.3914 0.2206  -0.126
C 0.9465 0.0158 -0.4386  -0.114
C -0.3395 0.6706 -0.7183  -0.123
N -1.1987 -0.4773 -0.6585  -0.449
I -3.4723 -0.1588 -0.2220  -0.026
H 0.2239 0.6435 1.4587  0.240
H 0.8049 2.1276 0.2244  0.246
H -0.9361 -2.5479 -0.0459  0.205
H -0.6978 -1.3073 1.3006  0.173
H 1.8408 -0.1492 -1.1220  0.242
H -0.5866 1.4423 -1.4173  0.224

The frontier orbital gap (spin up / spin down) comes out at 7.62 / 7.62 eV. For the LUMO energy (spin up / spin down), the calculation gives -0.9 / -0.9 eV. As for the HOMO energy (spin up / spin down): -8.48 / -8.49 eV. Its energy above the lowest of the compared OMol25 structures with the same formula, charge and spin is 499.56 kJ/mol.

=====

No. 7
This record from the OMol25 dataset describes the molecule C8H11NO2 in a non-equilibrium geometry. The level of theory is ωB97M-V/def2-TZVPD.

Each line ends with the natural charge from an NBO analysis.
Atoms and positions in Å:
C -0.0624 0.5829 -0.9727  0.171
C 0.1599 -0.7685 -0.8275  -0.138
C 0.7211 1.4872 -0.0918  -0.452
C -1.5174 0.8536 -0.5977  -0.456
C -0.8973 -1.2405 0.1553  -0.420
C -0.0229 0.9744 1.2088  -0.393
C -1.2731 0.1534 0.7349  -0.200
C 1.4017 -1.4513 -1.0664  0.606
N 2.4078 -0.7739 -1.7750  -0.362
O 2.7591 -0.8064 -0.3731  -0.494
O 1.3890 -2.7910 -0.9354  -0.666
H 1.7805 1.2593 -0.0656  0.259
H 0.5618 2.5471 -0.2746  0.205
H -1.7421 1.9130 -0.5163  0.211
H -2.2472 0.3690 -1.2413  0.215
H -1.7807 -1.7117 -0.2795  0.216
H -0.4503 -1.9364 0.8643  0.227
H 0.6457 0.3572 1.8051  0.216
H -0.3545 1.8242 1.8029  0.215
H -2.0708 0.1288 1.4786  0.210
H 3.0543 -1.3844 -2.2819  0.333
H 2.2937 -3.1333 -0.9591  0.495

The frontier orbital gap (spin up / spin down) comes out at 8.22 / 8.22 eV. For the LUMO energy (spin up / spin down), the calculation gives 0.1 / 0.1 eV. As for the HOMO energy (spin up / spin down): -8.13 / -8.13 eV. The SMILES is O[C@]1(C2=C3CC[C@@H](C3)C2)NO1. Its energy above the lowest of the compared OMol25 structures with the same formula, charge and spin is 585.23 kJ/mol.

=====

No. 8
This record from the OMol25 dataset describes the molecule C21H19N in a non-equilibrium geometry. The level of theory is ωB97M-V/def2-TZVPD.

Each line ends with the natural charge from an NBO analysis.
Atoms and positions in Å:
C -0.6247 0.6351 -1.7701  -0.064
C -0.5327 -0.0246 -2.7837  0.008
C -0.7613 1.3985 -0.5682  -0.238
C 2.0316 2.1876 2.0777  -0.180
C 2.4679 0.9882 1.5608  -0.180
C -0.3423 1.0718 0.6799  -0.007
C -0.6790 4.1300 3.7072  -0.215
C 1.6153 -2.6592 1.2958  -0.220
C -1.8202 3.5835 3.1277  -0.204
C 0.2799 -2.6623 0.9261  -0.207
C 0.5610 3.6256 3.3532  -0.169
C 2.2849 -1.4712 1.4697  -0.175
C -1.7402 2.5708 2.1563  -0.191
C -0.3946 -1.4288 0.7176  -0.204
C 0.6895 2.6078 2.4131  -0.077
C 1.6680 -0.2244 1.3241  -0.092
C -0.4694 2.0790 1.7908  -0.028
C 0.3189 -0.2094 0.9108  0.037
N -0.6798 -2.2273 -3.8704  -0.438
C 0.2292 -3.0214 -2.9876  -0.417
C -2.1054 -2.5111 -3.7466  -0.406
C -0.2402 -0.7986 -4.0208  -0.282
H -1.2298 2.3612 -0.7130  0.224
H 2.8342 2.8987 2.3120  0.210
H 3.5241 0.8834 1.4805  0.210
H -0.7389 4.8660 4.4987  0.217
H 2.1393 -3.6192 1.3998  0.215
H -2.8238 3.9020 3.3888  0.214
H -0.2479 -3.5850 0.7739  0.214
H 1.4263 3.9670 3.8684  0.209
H 3.3356 -1.5263 1.7082  0.208
H -2.6103 2.1896 1.6684  0.219
H -1.4119 -1.4432 0.4900  0.216
H 0.0572 -4.1129 -3.2283  0.198
H 0.0131 -2.8132 -1.9339  0.183
H 1.2851 -2.7392 -3.1642  0.203
H -2.2493 -3.5176 -4.0579  0.197
H -2.6537 -1.8642 -4.4253  0.201
H -2.5156 -2.4230 -2.7365  0.168
H -0.7343 -0.3225 -4.8571  0.219
H 0.8446 -0.7411 -4.2359  0.225

The frontier orbital gap comes out at 8.33 eV. For the LUMO energy, the calculation gives 0.4 eV. As for the HOMO energy: -7.97 eV. The SMILES is CN(C)CC#CC=C1c2ccccc2C=Cc2ccccc21. Its energy above the lowest of the compared OMol25 structures with the same formula, charge and spin is 306.99 kJ/mol.

=====

| no. | energy (Ha) |
| --- | --- |
| 1 | -281.69419 |
| 2 | -868.74492 |
| 3 | -1196.45776 |
| 4 | -3038.11320 |
| 5 | -287.70408 |
| 6 | -508.24242 |
| 7 | -516.47566 |
| 8 | -866.27598 |